[1]
A molecular structure, C20H49BGeN5O5Rb. Source: the OMol25 dataset; level of theory: wB97M-V/def2-TZVPD.

Results
- expectation value of S² = 0.754
- Kohn-Sham gap (alpha / beta) (eV) = 7.375 / 5.753
- M (g/mol) = 608.5
- charge = -1
- relative energy (zero: lowest compared OMol25 entry of this formula, charge and spin) (kJ/mol) = 18.7
- spin multiplicity = 2

Each line ends with the Mulliken spin population.
Element x y z (Å)
Rb (0.240, 0.550, 0.532)  -0.089
C (-2.951, -2.922, -2.482)  0.042
C (-1.639, -2.729, -1.729)  0.049
C (-0.447, -2.998, -2.641)  0.006
C (-1.594, -3.624, -0.498)  0.003
O (-1.555, -1.395, -1.223)  0.092
Ge (-1.756, 0.135, -2.118)  0.846
O (-0.073, 0.521, -2.546)  0.067
C (0.401, 1.712, -3.226)  0.020
C (-0.366, 1.866, -4.534)  -0.002
C (1.877, 1.454, -3.491)  -0.006
C (0.236, 2.937, -2.340)  0.021
O (-2.161, 1.296, -0.836)  -0.035
C (-3.462, 1.478, -0.228)  0.013
C (-4.475, 1.839, -1.308)  -0.002
C (-3.276, 2.623, 0.754)  0.004
C (-3.874, 0.202, 0.490)  0.012
H (-3.071, -3.965, -2.782)  -0.002
H (-2.977, -2.307, -3.385)  -0.022
H (-3.794, -2.647, -1.846)  -0.001
H (-0.485, -4.013, -3.041)  -0.001
H (0.485, -2.873, -2.089)  -0.004
H (-0.440, -2.294, -3.477)  0.003
H (-1.606, -4.677, -0.784)  0.004
H (-2.448, -3.423, 0.150)  -0.001
H (-0.683, -3.425, 0.069)  -0.001
H (-0.287, 0.958, -5.135)  0.002
H (0.032, 2.702, -5.112)  -0.001
H (-1.424, 2.071, -4.341)  0.000
H (2.007, 0.537, -4.068)  -0.002
H (2.415, 1.373, -2.546)  0.002
H (2.312, 2.289, -4.042)  0.004
H (-0.812, 3.095, -2.083)  0.006
H (0.599, 3.820, -2.872)  -0.003
H (0.831, 2.848, -1.427)  -0.012
H (-4.141, 2.712, -1.873)  0.002
H (-5.441, 2.068, -0.856)  -0.003
H (-4.620, 1.004, -1.999)  0.000
H (-2.963, 3.528, 0.231)  -0.001
H (-2.523, 2.357, 1.497)  -0.008
H (-4.209, 2.821, 1.285)  0.004
H (-3.970, -0.623, -0.220)  0.014
H (-4.832, 0.339, 0.994)  -0.003
H (-3.144, -0.068, 1.250)  -0.015
C (4.306, 0.178, -0.008)  0.000
N (3.290, -0.758, 0.437)  0.000
C (2.676, -1.439, -0.677)  -0.003
C (3.799, -1.684, 1.426)  0.000
C (2.706, -2.508, 2.097)  0.000
N (1.567, -1.715, 2.519)  -0.002
C (1.965, -0.668, 3.451)  0.000
C (0.550, -2.563, 3.117)  0.000
H (5.123, -0.326, -0.556)  0.000
H (4.736, 0.689, 0.855)  0.000
H (3.869, 0.950, -0.640)  0.000
H (3.385, -2.093, -1.221)  0.000
H (2.284, -0.713, -1.392)  0.000
H (1.844, -2.057, -0.334)  0.001
H (4.335, -1.104, 2.179)  0.000
H (4.536, -2.385, 0.988)  0.000
H (3.166, -3.034, 2.957)  0.000
H (2.346, -3.289, 1.420)  0.000
H (2.494, -1.085, 4.326)  0.000
H (1.080, -0.137, 3.795)  0.000
H (2.625, 0.045, 2.957)  0.000
H (0.915, -3.069, 4.028)  0.000
H (0.244, -3.334, 2.406)  0.001
H (-0.321, -1.964, 3.382)  0.000
N (2.843, 3.177, 2.949)  0.000
N (3.384, 3.784, 1.782)  0.000
C (3.048, 3.221, 0.515)  0.000
O (3.802, 3.516, -0.427)  0.000
O (2.008, 2.505, 0.482)  0.001
H (2.409, 2.309, 2.640)  0.000
H (2.064, 3.752, 3.251)  0.000
H (4.383, 3.893, 1.856)  0.000
B (-3.344, 0.001, 4.503)  0.000
C (-2.020, 0.374, 3.706)  0.000
N (-1.068, 0.646, 3.104)  0.000
H (-3.364, 0.640, 5.535)  0.000
H (-3.316, -1.195, 4.733)  0.000
H (-4.285, 0.288, 3.783)  0.000

---

[2]
A molecular structure, C20H50F6N5O11S2V in a non-equilibrium geometry. Source: the OMol25 dataset; level of theory: wB97M-V/def2-TZVPD.

Results
- Kohn-Sham gap (eV) = 8.391
- M (g/mol) = 765.7
- relative energy (zero: lowest compared OMol25 entry of this formula, charge and spin) (kJ/mol) = 70.5
- spin multiplicity = 1

Each line ends with the Löwdin charge.
Element x y z (Å)
O (1.248, -0.640, 1.827)  -0.299
V (2.252, -0.333, 0.686)  0.844
O (1.399, -0.282, -0.672)  -0.301
C (1.903, -3.805, 2.261)  -0.698
F (1.878, -3.052, 3.353)  0.137
F (1.851, -5.061, 2.605)  0.187
F (0.884, -3.441, 1.519)  0.155
S (3.588, -3.502, 1.402)  0.728
O (4.475, -2.967, 2.411)  -0.290
O (3.988, -4.799, 0.898)  -0.252
N (3.129, -2.278, 0.272)  -0.347
S (3.743, -2.691, -1.114)  0.583
O (3.545, -1.575, -2.014)  -0.295
O (5.098, -3.169, -1.042)  -0.265
C (2.673, -4.111, -1.783)  -0.674
F (2.179, -3.757, -2.955)  0.159
F (3.405, -5.190, -1.970)  0.162
F (1.694, -4.394, -0.941)  0.145
C (0.618, 0.204, -4.074)  -0.050
C (-0.025, 1.594, -4.052)  -0.405
C (0.683, 2.546, -5.002)  -0.203
O (0.142, 3.869, -5.011)  -0.191
C (0.226, 4.518, -3.763)  -0.121
N (-1.408, 1.374, -4.554)  0.033
H (0.167, -0.445, -3.318)  0.066
H (1.685, 0.168, -3.842)  0.071
H (0.428, -0.322, -5.009)  0.083
H (-0.078, 2.078, -3.076)  0.110
H (0.618, 2.246, -6.049)  0.132
H (1.756, 2.649, -4.778)  0.123
H (1.107, 4.189, -3.200)  0.084
H (-0.664, 4.345, -3.150)  0.084
H (0.321, 5.595, -3.902)  0.088
H (-1.705, 2.297, -4.893)  0.081
H (-1.406, 0.870, -5.437)  0.082
C (-5.817, -0.667, 3.591)  -0.066
C (-5.037, -1.950, 3.236)  -0.436
C (-3.798, -2.069, 4.133)  -0.225
O (-2.851, -1.059, 3.911)  -0.171
C (-1.828, -1.390, 3.008)  -0.103
N (-5.902, -3.093, 3.529)  0.027
H (-5.089, 0.134, 3.461)  0.077
H (-6.217, -0.721, 4.601)  0.083
H (-6.672, -0.549, 2.923)  0.060
H (-4.675, -1.959, 2.201)  0.123
H (-3.426, -3.099, 4.033)  0.121
H (-4.078, -2.016, 5.188)  0.130
H (-1.046, -0.628, 3.012)  0.067
H (-2.217, -1.361, 1.982)  0.087
H (-1.304, -2.323, 3.238)  0.087
H (-6.723, -3.092, 2.934)  0.071
H (-5.431, -3.968, 3.310)  0.070
C (6.114, 0.833, 2.783)  -0.038
C (4.816, 0.915, 1.968)  -0.402
C (5.134, 1.000, 0.477)  -0.163
O (3.927, 0.989, -0.274)  -0.274
C (4.103, 1.346, -1.630)  -0.070
N (3.945, -0.224, 2.303)  0.036
H (6.742, 1.713, 2.661)  0.086
H (6.663, -0.058, 2.461)  0.091
H (5.861, 0.617, 3.821)  0.085
H (4.326, 1.859, 2.221)  0.134
H (5.801, 0.171, 0.209)  0.148
H (5.664, 1.940, 0.303)  0.139
H (3.143, 1.518, -2.110)  0.088
H (4.696, 0.593, -2.147)  0.094
H (4.632, 2.302, -1.740)  0.098
H (4.552, -1.046, 2.222)  0.056
H (3.724, -0.212, 3.294)  0.119
C (-2.344, 1.108, -0.702)  -0.072
C (-3.422, 0.163, -1.219)  -0.426
C (-4.759, 0.873, -1.453)  -0.220
O (-5.335, 1.421, -0.287)  -0.177
C (-5.920, 0.449, 0.559)  -0.115
N (-3.011, -0.384, -2.528)  0.039
H (-1.395, 0.572, -0.632)  0.071
H (-2.590, 1.539, 0.274)  0.078
H (-2.252, 1.965, -1.375)  0.078
H (-3.605, -0.640, -0.500)  0.125
H (-5.461, 0.271, -2.037)  0.122
H (-4.536, 1.727, -2.104)  0.126
H (-6.549, 0.948, 1.293)  0.084
H (-5.114, 0.036, 1.192)  0.057
H (-6.345, -0.417, 0.048)  0.100
H (-2.180, -0.936, -2.303)  0.062
H (-2.576, 0.357, -3.086)  0.020
C (-0.067, 3.113, 0.370)  -0.075
C (0.499, 2.152, 1.401)  -0.277
O (1.890, 1.955, 1.117)  -0.118
H (-1.137, 3.281, 0.461)  0.074
H (0.057, 2.621, -0.599)  0.061
H (0.498, 4.048, 0.343)  0.081
H (-0.095, 1.244, 1.357)  0.085
H (0.321, 2.547, 2.408)  0.128
H (2.303, 2.812, 1.254)  0.114

---

[3]
9 unconnected molecules or ions with the total composition C20H50O13S7 in a non-equilibrium geometry. Source: the OMol25 dataset; level of theory: wB97M-V/def2-TZVPD.

Results
- Kohn-Sham gap (eV) = 8.242
- M (g/mol) = 723.1
- relative energy (zero: lowest compared OMol25 entry of this formula, charge and spin) (kJ/mol) = 330.9
- spin multiplicity = 1

Each line ends with the Löwdin charge.
Element x y z (Å)
C (-6.603, 1.842, -2.520)  -0.140
C (-5.927, 1.069, -1.456)  -0.122
O (-4.872, 0.487, -2.198)  0.085
C (-5.047, 0.623, -3.475)  -0.638
O (-4.256, 0.191, -4.306)  0.129
O (-6.183, 1.199, -3.710)  0.119
H (-6.360, 2.904, -2.481)  0.118
H (-7.685, 1.877, -2.397)  0.138
H (-6.754, 0.505, -1.023)  0.137
H (-5.712, 1.765, -0.646)  0.121
C (2.771, 0.158, 2.875)  -0.117
C (2.457, 0.064, 4.371)  -0.073
O (2.876, -1.317, 4.590)  0.065
C (3.622, -1.763, 3.554)  -0.547
O (4.274, -2.861, 3.490)  0.071
O (3.527, -0.972, 2.555)  0.092
H (3.337, 1.053, 2.619)  0.114
H (1.782, 0.150, 2.418)  0.112
H (1.418, 0.332, 4.564)  0.129
H (3.087, 0.781, 4.897)  0.125
C (2.581, 3.472, 0.429)  -0.257
S (3.866, 2.567, -0.497)  0.841
O (4.346, 3.417, -1.709)  -0.577
C (5.246, 2.571, 0.788)  -0.226
H (2.866, 3.987, 1.346)  0.052
H (1.848, 2.718, 0.717)  0.012
H (2.038, 4.077, -0.297)  0.049
H (5.375, 3.619, 1.059)  0.046
H (6.145, 2.256, 0.258)  0.044
H (5.212, 1.903, 1.649)  0.035
C (-2.290, -4.648, 2.004)  -0.269
S (-0.579, -5.087, 1.539)  0.872
O (-0.429, -4.352, 0.214)  -0.580
C (0.081, -3.941, 2.853)  -0.246
H (-3.046, -5.158, 1.407)  0.053
H (-2.393, -3.565, 2.078)  0.051
H (-2.347, -5.102, 2.993)  0.041
H (1.079, -3.787, 2.444)  0.025
H (0.052, -4.254, 3.896)  0.062
H (-0.286, -2.916, 2.805)  0.047
C (2.839, -5.636, -1.135)  -0.227
S (3.736, -5.291, 0.468)  0.836
O (5.159, -5.746, 0.260)  -0.576
C (3.873, -3.490, 0.339)  -0.289
H (2.255, -4.742, -1.354)  0.031
H (2.295, -6.555, -0.919)  0.035
H (3.610, -5.833, -1.881)  0.048
H (4.298, -3.028, -0.552)  0.034
H (4.700, -3.031, 0.881)  0.051
H (3.024, -2.924, 0.722)  0.029
C (-3.971, 5.388, -1.816)  -0.238
S (-3.255, 3.961, -2.801)  0.835
O (-3.245, 4.447, -4.233)  -0.556
C (-1.469, 4.068, -2.158)  -0.234
H (-4.972, 5.333, -2.242)  0.027
H (-3.578, 6.404, -1.859)  0.059
H (-4.027, 5.082, -0.771)  0.037
H (-0.911, 3.187, -2.477)  0.027
H (-1.474, 4.100, -1.069)  0.034
H (-0.887, 4.860, -2.630)  0.055
C (3.853, 0.420, -3.847)  -0.236
S (4.119, -1.101, -2.852)  0.836
O (3.117, -0.962, -1.719)  -0.599
C (3.313, -2.273, -4.006)  -0.250
H (2.776, 0.472, -4.007)  0.056
H (4.431, 0.409, -4.770)  0.056
H (4.197, 1.264, -3.249)  0.018
H (3.856, -2.381, -4.945)  0.050
H (2.373, -1.835, -4.341)  0.050
H (3.135, -3.264, -3.588)  0.041
C (-4.008, 1.081, 4.231)  -0.226
S (-3.985, 1.296, 2.331)  0.832
O (-5.239, 2.114, 2.112)  -0.587
C (-2.467, 2.320, 2.079)  -0.265
H (-3.935, 1.914, 4.931)  0.051
H (-3.287, 0.309, 4.498)  0.033
H (-4.971, 0.648, 4.499)  0.039
H (-1.491, 1.904, 2.329)  0.037
H (-2.611, 3.146, 2.775)  0.040
H (-2.420, 2.913, 1.165)  0.039
C (-1.860, 0.346, -1.029)  -0.219
S (-0.037, 0.260, -0.724)  0.874
O (-0.061, 0.686, 0.736)  -0.616
C (0.107, -1.499, -0.508)  -0.293
H (-2.245, -0.531, -1.549)  0.060
H (-2.031, 1.275, -1.574)  0.012
H (-2.417, 0.440, -0.097)  0.026
H (-0.442, -1.895, 0.347)  0.040
H (1.138, -1.785, -0.299)  0.024
H (-0.022, -2.109, -1.402)  0.066